The ion C5H13N2O with charge +1, computed with ωB97M-V/def2-TZVPD.

Last column: Löwdin charge in e.
Cartesian coordinates (Å):
C  1.512  1.847  1.359  -0.04
C  1.352  0.560  0.594  -0.34
C  2.398  0.406  -0.496  -0.20
O  2.289  -0.097  -1.579  0.07
N  -0.064  0.370  0.227  -0.02
C  -0.485  -0.393  -0.916  -0.23
C  -1.316  -1.610  -0.622  -0.09
N  -2.729  -1.218  -0.173  0.20
H  0.788  2.588  1.075  0.08
H  1.467  1.756  2.444  0.09
H  2.481  2.299  1.171  0.08
H  1.618  -0.252  1.275  0.15
H  3.377  0.762  -0.123  0.13
H  -0.538  1.254  0.309  0.10
H  -0.875  0.262  -1.710  0.14
H  0.367  -0.752  -1.496  0.11
H  -1.397  -2.222  -1.500  0.13
H  -0.924  -2.084  0.261  0.13
H  -3.143  -0.383  -0.591  0.17
H  -2.795  -1.127  0.845  0.17
H  -3.382  -1.967  -0.354  0.16

## Properties
HOMO energy, eV: -12.39
Charge: +1
Relative energy (zero: lowest compared OMol25 entry of this formula, charge and spin), kcal per mole: 52.5
Largest force on an atom, Eh/bohr: 0.0317
LUMO, eV: -3.6
SMILES: C[C@H](C=O)NCC[NH3+]
Orbital gap, eV: 8.746